Version w
# C3H3BrS

A cluster of 2 separate species, C3H3BrS in total (wB97M-V/def2-TZVPD, OMol25).

Last columns: bonded neighbours and bond lengths (Å).
Geometry (Å):
1 C 0.18 0.01 -0.76  C2 1.276, C3 1.457
2 C -0.93 0.55 -1.10  C1 1.276, C3 1.601, H6 1.131
3 C -0.79 -0.21 0.30  C1 1.457, C2 1.601, H7 1.143, H8 1.095
4 S 3.11 -0.70 -0.13  Br5 2.104
5 Br 2.10 -0.23 1.66  S4 2.104
6 H -1.64 1.12 -1.76  C2 1.131
7 H -0.77 0.60 1.11  C3 1.143
8 H -1.25 -1.13 0.68  C3 1.095

Output
Multiplicity: 1
Orbital gap (alpha / beta) in eV: 5.73 / 5.65



Version x
# C3H3BrS

An isolated molecule of C3H3BrS (wB97M-V/def2-TZVPD, OMol25).

Last columns: bonded neighbours and bond lengths (Å).
Geometry (Å):
1 C -1.01 0.56 -1.03  C2 1.443, H6 1.092, H7 1.088, H8 1.091
2 C 0.07 -0.05 -0.29  C1 1.443, C3 1.200
3 C 1.04 -0.46 0.29  C2 1.200, S4 1.850
4 S 2.37 -1.17 1.36  C3 1.850, Br5 2.175
5 Br 1.39 -1.03 3.30  S4 2.175
6 H -1.59 -0.20 -1.55  C1 1.092
7 H -0.62 1.28 -1.75  C1 1.088
8 H -1.66 1.08 -0.33  C1 1.091

Output
Multiplicity: 1
Orbital gap in eV: 8.43
SMILES string: CC#CSBr



Most stable structure among those shown: version x.